# 1
33
Properties=species:S:1:pos:R:3:forces:R:3 method="wB97M-V/def2-TZVPD" spin_multiplicity=1 total_charge=+1 relative_energy_kcal_mol=16.1 gap_ev=9.83 largest_force_ev_per_a=5.50 energy_ev=-19350.38817 e_lumo_ev=-2.51
N -1.53797 -2.95378 -1.54974 -0.134 -2.757 2.041
C -0.87539 -1.85117 -1.38843 -0.231 -0.734 3.663
N -0.83423 -0.96219 -2.25421 -0.068 1.985 -4.208
C -0.35023 -1.39157 0.15540 -1.398 -2.461 -3.592
N -1.52202 -0.67727 0.59620 2.305 0.053 -0.514
N -0.11289 -2.71743 0.71512 -0.646 0.715 1.135
N 0.84404 -0.65532 0.05051 -0.419 0.381 0.064
C 0.90289 0.77288 -0.25692 3.664 -1.426 -1.800
N 0.33014 1.22293 -1.49285 0.751 2.424 -3.045
N 2.45145 0.96561 -0.44469 -2.935 -4.647 -0.143
C 0.31029 1.61227 0.80474 -2.341 1.648 4.466
N 0.15305 0.80157 2.08033 1.129 -0.501 0.069
N 1.15460 2.73563 1.04297 1.256 0.669 0.899
N -1.02708 2.16613 0.45455 -0.665 -0.819 0.164
H -1.46934 -3.64049 -0.71919 -0.489 1.378 -1.972
H -2.22903 -3.00634 -2.28737 0.191 -0.521 0.145
H -1.06839 -1.07646 -3.26267 -0.010 -0.063 1.310
H -0.46472 -0.04764 -1.95823 0.741 0.615 -0.601
H -2.20518 -1.35217 0.79566 -1.259 -0.884 0.526
H -1.14328 -0.21000 1.41409 -0.645 0.444 0.980
H 0.68841 -3.09988 0.25586 0.621 -0.495 -0.128
H 0.09939 -2.65113 1.71213 -0.081 -0.084 -0.205
H 1.57199 -1.24888 -0.33474 0.026 0.723 -0.207
H -0.47529 1.84333 -1.39709 0.256 -0.151 0.552
H 0.94328 1.86447 -2.13335 -0.712 -2.184 1.770
H 2.45637 1.88296 -0.25040 1.335 4.339 0.955
H 2.95038 0.38942 0.25463 -0.361 0.862 -0.354
H 0.20828 1.21745 3.03564 -0.165 0.531 -1.527
H 0.98911 0.23924 1.98798 0.007 -0.702 0.772
H 1.85675 2.53637 1.81584 -1.402 0.649 -1.340
H 0.52606 3.49732 1.25526 0.504 0.432 0.288
H -1.55201 1.39504 -0.02612 0.232 1.032 1.082
H -1.56942 2.39906 1.32909 0.942 -0.452 -1.246

***

# 2
13
Properties=species:S:1:pos:R:3:forces:R:3 method="wB97M-V/def2-TZVPD" spin_multiplicity=1 total_charge=0 relative_energy_kcal_mol=42.5 gap_ev=9.61 largest_force_ev_per_a=2.08 energy_ev=-9271.65712 e_lumo_ev=0.75
N 0.40348 2.25431 0.16142 -0.161 0.020 -0.331
C 0.15121 0.90732 -0.02433 -0.454 0.129 -0.237
N -0.90845 0.35273 0.45828 -0.365 0.597 -0.757
C -0.57502 -1.06607 0.50753 0.094 0.358 0.588
O -1.57349 -2.03515 0.57666 -0.112 0.326 -0.206
C 0.58887 -1.26777 -0.41640 0.110 0.305 0.197
C 1.07364 -0.03947 -0.66071 0.056 -0.127 -0.018
H -0.44876 2.74708 0.39691 0.141 0.057 0.067
H 0.91033 2.70494 -0.58483 0.064 0.000 -0.006
H -0.23692 -0.79947 1.52406 0.671 -1.922 0.447
H -2.32546 -1.77542 0.03238 0.116 0.094 -0.053
H 0.97178 -2.22324 -0.76872 -0.093 0.248 0.278
H 1.96878 0.24021 -1.20225 -0.068 -0.085 0.031

***

# 3
53
Properties=species:S:1:pos:R:3:forces:R:3 method="wB97M-V/def2-TZVPD" spin_multiplicity=1 total_charge=-1 gap_ev=6.98 largest_force_ev_per_a=2.48 energy_ev=-109203.79827 e_lumo_ev=2.64
C -2.10597 4.49971 -2.16930 -0.839 0.627 0.613
C -1.10606 5.10517 -1.12975 0.147 0.540 -0.765
C 0.37251 4.58871 -1.24212 0.115 -0.555 -0.232
C 0.53841 3.17755 -1.91546 0.370 0.349 0.046
Ga 0.05688 1.56299 -0.72803 0.476 -0.234 -0.306
C -1.44285 1.92504 0.65493 -0.245 0.601 2.029
P -0.90808 1.44205 2.38004 0.950 -1.197 -1.794
O -0.06597 0.19341 2.37881 -1.716 1.608 0.802
O -2.32654 1.28707 3.29507 1.711 0.340 -0.241
O -0.06632 2.73050 3.09976 -1.603 -1.268 -0.713
B -0.60151 -0.10997 -1.84854 -0.004 -0.292 0.470
O -1.18583 -1.16775 -1.10277 0.177 0.888 -1.407
O -0.48409 -0.24701 -3.27719 -1.239 -0.587 0.843
C -1.43235 0.54381 -3.98054 0.248 0.561 -1.142
C -1.91592 -0.16652 -5.29296 0.139 0.771 0.585
H -3.13680 4.76117 -1.81114 0.665 -0.209 -0.323
H -2.02400 4.98929 -3.16854 0.232 -0.638 0.588
H -2.08362 3.39369 -2.23702 0.255 0.678 -0.059
H -1.07384 6.20739 -1.33269 -0.148 -0.719 0.275
H -1.53572 5.01695 -0.10634 0.465 -0.244 -0.640
H 1.02238 5.30945 -1.80304 -0.721 -0.184 0.409
H 0.79590 4.53264 -0.21484 -0.161 0.071 -0.555
H 1.63199 3.07142 -2.14632 -0.773 -0.050 0.221
H 0.03673 3.11584 -2.91539 0.270 0.284 0.754
H 1.35588 1.03547 0.08290 -0.025 0.330 -0.082
H -2.37685 1.34726 0.44697 0.772 0.253 0.220
H -1.73439 2.99934 0.72570 0.125 -0.572 -0.119
H -2.67209 2.16811 3.47505 -0.255 0.012 -0.134
H -0.52363 2.92286 3.92561 0.227 0.126 0.164
H -1.70287 -1.70197 -1.72399 0.228 -0.400 0.052
H -2.29731 0.87134 -3.35403 0.499 -0.404 -0.349
H -0.91006 1.47821 -4.31177 -0.457 -0.471 0.291
H -2.51501 0.58483 -5.85895 0.342 -0.552 0.248
H -1.01615 -0.42150 -5.89381 -0.678 -0.063 0.363
H -2.55690 -1.04955 -5.10202 0.522 0.360 -0.078
C 2.03874 -3.46364 1.23316 0.396 0.515 -0.244
C 0.76226 -4.33638 1.32371 0.876 -0.232 0.028
C -0.20277 -4.05527 2.48005 -0.731 0.401 0.010
F 0.34682 -4.25668 3.69084 0.501 -0.125 0.076
F -1.26962 -4.89740 2.40239 0.083 -0.111 -0.259
F 1.12059 -5.64609 1.30011 -0.084 -0.093 0.230
F 0.06917 -4.11064 0.18082 -0.207 0.182 0.053
O 3.28441 -4.00617 1.72209 -0.512 -0.545 0.982
C 3.64392 -3.89018 3.06951 -0.592 0.897 -1.574
C 3.76442 -5.25520 3.75478 0.188 -0.427 0.131
F 2.61112 -5.94233 3.71527 -0.269 0.131 -0.144
F 4.08597 -5.09494 5.06187 0.116 0.243 0.006
F 2.82233 -3.05410 3.70879 -0.220 -0.225 0.422
F 4.86021 -3.30376 3.08469 0.349 -0.296 0.174
H 2.22400 -3.34486 0.16477 -0.041 -0.165 0.068
H 1.87089 -2.45012 1.60043 -0.158 -0.110 0.250
H -0.57885 -3.02896 2.43215 0.149 0.043 -0.141
H 4.53644 -5.86026 3.27627 0.084 0.157 -0.102

***

# 4
21
Properties=species:S:1:pos:R:3:forces:R:3 method="wB97M-V/def2-TZVPD" spin_multiplicity=1 total_charge=0 relative_energy_kcal_mol=208.7 gap_ev=9.75 largest_force_ev_per_a=10.87 energy_ev=-10424.42805 e_lumo_ev=0.48
C 1.36372 1.60443 -0.23762 -2.758 1.395 -3.834
C 0.12250 0.76759 -0.34793 -1.447 -0.136 0.047
C 0.11128 -0.66666 0.25383 -4.306 2.678 2.761
C -1.31876 -1.28342 -0.10472 -2.144 2.651 -1.258
C -2.58971 -0.95318 -0.65218 1.088 -0.513 0.467
C 1.13361 -1.43988 -0.22366 8.899 -2.538 -5.704
C 2.23919 -1.68497 -0.84314 -5.930 0.628 3.733
H 1.02975 2.53134 -0.96091 1.255 -1.618 1.715
H 2.07062 1.12641 -0.82112 2.326 -0.813 -0.495
H 1.60035 1.96520 0.69882 0.714 0.573 1.980
H -0.09596 0.53333 -1.36017 0.355 0.015 -1.397
H -0.70301 1.44416 1.24533 -2.033 1.544 -3.532
H -0.33671 2.76775 -0.43317 -3.387 -3.296 2.350
H 1.26354 -0.59818 2.26733 -3.598 -0.412 -2.295
H -0.53935 -0.52554 2.30146 -0.085 0.236 0.080
H -1.27305 -2.25745 0.23029 -0.099 -2.237 0.427
H -3.16281 -1.97410 -0.67435 0.502 2.397 -0.132
H -3.20452 0.07635 -1.08391 2.580 -3.166 1.458
H 3.12665 -2.21901 -1.08357 0.141 0.031 -0.257
N -1.09647 1.56093 0.08204 5.234 2.185 2.750
N 0.25913 -0.77513 1.74735 2.694 0.393 1.136